# 1
The following is a DFT calculation (the ωB97M-V functional and the def2-TZVPD basis) of C36H26AlN11O3 as an isolated structure.

Geometry as XYZ:
```
77
Properties=species:S:1:pos:R:3:mulliken_charge:R:1
Al -1.141 0.902 -1.151 -0.605
O 2.041 6.581 -2.765 -0.681
O -0.103 7.174 -3.303 -0.676
O 1.654 -2.639 2.176 -0.152
N 0.856 0.584 -0.955 0.169
N -2.886 1.606 -1.857 0.236
N -0.512 2.500 -1.905 0.473
N -1.666 -3.082 -1.679 0.779
N -1.467 -0.930 -1.696 0.582
N -1.493 1.007 0.737 0.208
N -1.183 1.311 2.853 0.911
N 3.717 -2.733 2.934 -0.452
N 3.545 -3.751 2.005 -0.451
N -2.449 0.854 2.743 -1.050
N -1.248 -2.776 -2.925 -0.882
C -3.887 3.553 -2.816 -0.822
C 2.332 -3.666 1.589 0.558
C 2.886 0.734 5.416 -0.746
C -0.275 -4.872 -0.816 0.619
C -0.616 1.401 1.670 -0.421
C 2.262 -0.928 3.803 -0.141
C 1.477 -0.509 -0.482 0.210
C 2.595 -2.110 3.009 0.598
C -1.800 -1.992 -0.954 -0.307
C -2.619 0.702 1.464 -0.417
C -5.122 2.925 -2.802 -0.534
C 0.341 -4.191 0.227 0.374
C 1.598 1.654 -1.322 0.090
C -1.142 -1.478 -2.915 -0.418
C 1.263 4.039 -2.174 -1.011
C 0.827 6.452 -2.941 0.350
C 1.672 1.379 5.223 -0.964
C 0.423 -5.852 -1.504 -0.810
C 2.977 1.654 -1.219 -0.733
C 1.033 -0.299 3.633 0.121
C 3.193 -0.415 4.701 -0.868
C -4.084 1.001 -1.864 0.077
C -1.014 4.673 -2.693 -1.044
C 2.848 -0.578 -0.351 -0.699
C 0.801 2.795 -1.830 1.052
C -2.786 2.866 -2.339 0.428
C 0.341 4.997 -2.601 -0.369
C 0.740 0.864 4.329 0.557
C 2.364 -5.445 -0.133 -0.934
C -5.224 1.624 -2.323 -0.938
C -1.678 -4.481 -1.213 -1.109
C 1.662 -4.455 0.555 -0.395
C -0.579 1.588 4.162 -0.897
C 3.609 0.523 -0.728 -1.088
C -1.410 3.409 -2.332 0.985
C 1.737 -6.148 -1.147 -0.802
H 0.850 -1.349 -0.203 0.463
H 3.312 -1.478 0.028 0.549
H 0.314 -0.744 2.956 0.862
H -2.114 -1.981 0.077 0.564
H 3.603 1.137 6.118 0.425
H 1.453 2.286 5.773 0.481
H 2.275 -6.920 -1.679 0.440
H -0.049 -6.387 -2.319 0.431
H 2.299 4.356 -2.126 0.744
H -0.834 -0.903 -3.774 0.570
H -6.168 1.100 -2.312 0.465
H -2.061 -5.085 -2.032 0.453
H -4.115 -0.019 -1.500 0.484
H 3.391 -5.651 0.136 0.580
H 3.543 2.523 -1.526 0.549
H 0.399 1.723 1.505 0.673
H -1.676 5.460 -3.035 0.716
H -5.998 3.441 -3.172 0.486
H 4.687 0.496 -0.642 0.510
H -3.548 0.370 1.031 0.556
H -3.775 4.557 -3.198 0.507
H 4.143 -0.915 4.827 0.576
H -0.441 2.665 4.250 0.477
H -0.206 -3.451 0.803 0.827
H -2.375 -4.533 -0.377 0.303
H -1.321 1.281 4.897 0.346
```

Output
Energy above the lowest of the compared OMol25 structures with the same formula, charge and spin: 0.9 kcal per mole
HOMO-LUMO gap: 5.492 eV
LUMO energy: -7.013 eV
Charge: +2

=====

# 2
The following is a DFT calculation (the ωB97M-V functional and the def2-TZVPD basis) of C36H26AsClN2O5Tc as an isolated structure at a distorted geometry.

Geometry as XYZ:
```
72
Properties=species:S:1:pos:R:3:mulliken_charge:R:1
Tc 0.336 -0.323 -0.752 0.307
As -0.377 1.443 1.870 1.565
Cl -3.419 -4.007 -2.940 -0.040
O 0.338 -0.053 1.040 -0.671
O -4.558 0.346 -3.680 -0.488
O -2.354 1.807 -2.623 -0.640
O -5.056 -1.804 -3.757 -0.504
O -0.470 1.180 -1.605 -0.440
N -1.307 -2.616 -2.062 0.115
N -0.933 -1.331 -1.895 -0.234
C -4.010 0.077 0.385 -0.950
C 3.865 -1.656 -2.203 -0.383
C -0.206 1.062 3.702 0.590
C 2.069 2.831 1.672 -0.483
C 5.052 0.805 -2.935 -0.779
C -2.155 1.382 1.180 0.382
C -0.477 -3.660 -1.517 0.990
C -2.952 -1.294 -2.875 0.175
C 3.807 0.829 -2.378 -0.360
C -0.810 -0.085 4.219 -0.536
C -4.756 1.242 0.239 -0.640
C 2.430 4.834 0.394 -0.548
C -1.913 -0.534 -2.386 -0.483
C -1.643 0.935 -2.236 1.018
C 0.739 2.830 1.240 0.535
C -0.584 -4.971 -1.958 -0.719
C 1.111 4.817 -0.043 -0.899
C -2.536 -2.628 -2.635 0.638
C -0.086 0.596 6.406 -0.491
C -2.910 2.546 1.069 -0.273
C -4.210 2.470 0.589 -0.987
C 0.499 1.741 5.883 -0.815
C 0.448 1.984 4.519 -0.292
C 5.114 -1.647 -2.750 -0.741
C -0.739 -0.317 5.580 -0.784
C -2.708 0.140 0.858 -0.388
C 0.444 -3.359 -0.512 -0.109
C -4.292 -0.930 -3.488 0.467
C 2.913 3.839 1.240 -0.930
C 3.188 -0.411 -2.006 0.987
C 1.046 -5.670 -0.319 -0.625
C 5.708 -0.425 -3.119 -0.268
C 1.916 -0.376 -1.493 0.763
C 0.255 3.808 0.372 -0.175
C 1.198 -4.350 0.087 -1.254
C 0.176 -5.965 -1.354 -0.871
H 0.745 5.592 -0.703 0.483
H -3.846 0.970 -3.442 0.370
H -1.198 -1.200 6.002 0.437
H -4.799 3.373 0.500 0.489
H -2.515 3.507 1.372 0.667
H 0.705 -2.342 -0.201 1.141
H 3.940 3.863 1.579 0.488
H -0.043 0.412 7.472 0.432
H 2.438 2.070 2.350 0.631
H 3.271 1.757 -2.226 0.549
H -1.334 -0.782 3.577 0.315
H -1.235 -5.237 -2.771 0.479
H 0.992 2.449 6.535 0.436
H 0.076 -6.982 -1.707 0.434
H -5.774 1.189 -0.126 0.508
H 3.088 5.634 0.078 0.480
H 0.892 2.883 4.113 0.455
H 5.651 -2.572 -2.910 0.462
H -4.456 -0.883 0.159 0.579
H 5.536 1.723 -3.239 0.460
H -0.762 3.785 0.008 0.458
H -2.153 -0.779 1.014 0.633
H 3.377 -2.582 -1.922 0.470
H 1.899 -4.093 0.870 0.498
H 1.620 -6.454 0.156 0.468
H 6.697 -0.434 -3.561 0.447
```

Output
HOMO-LUMO gap (alpha / beta): 5.061 / 5.061 eV
LUMO energy (alpha / beta): -12.048 / -12.048 eV
Charge: +3

=====

What E values result from the calculations? In sequence: -2457.622015; -4648.844774 Eh.